This record from OMol25 describes an isolated ion of composition C3H11N3O and charge +2 at a distorted geometry. The level of theory is ωB97M-V/def2-TZVPD.

Last column: Löwdin charge in e.
Element x y z (Å)
N: -2.94 0.18 0.42  0.2506
C: -1.86 -0.22 -0.53  -0.0933
C: -0.51 0.49 -0.33  -0.0714
N: 0.47 -0.30 -0.25  0.0987
C: 1.82 0.19 -0.33  -0.3306
N: 2.84 -0.95 0.34  0.2796
O: 1.97 1.38 0.28  0.0647
H: -2.72 -0.23 1.32  0.1927
H: -3.86 -0.04 0.03  0.2015
H: -2.70 1.09 0.26  0.1181
H: -2.22 0.03 -1.60  0.1845
H: -1.62 -1.26 -0.53  0.1263
H: -0.33 1.52 -0.39  0.1276
H: 2.08 0.11 -1.48  0.2115
H: 3.88 -0.67 0.16  0.2225
H: 2.67 -1.81 -0.07  0.1179
H: 2.74 -1.03 1.31  0.1277
H: 2.67 2.05 0.08  0.1714

The value obtained for the max |F| is 4.933 eV/A. The SMILES is [NH3+]C/C=N/[C@H]([NH3+])O. As for the net charge: +2. For the energy, the calculation gives -9788.8374 eV. As for the spin multiplicity: 1. The relative energy (zero: lowest compared OMol25 entry of this formula, charge and spin) comes out at 64.16 kJ/mol. The gap between HOMO and LUMO is 11.39 eV.

---

This record from OMol25 describes a 7-piece molecular cluster, C27H70BO21PS6 overall at a distorted geometry. The level of theory is ωB97M-V/def2-TZVPD.

Last column: Löwdin charge in e.
Element x y z (Å)
C: 2.34 0.12 2.90  -0.0810
C: 3.36 -1.00 2.23  -0.2019
O: 4.29 -0.21 1.36  -0.1204
B: 3.83 -0.32 -0.05  -0.6368
O: 2.84 0.54 -0.72  -0.0956
C: 3.38 1.88 -1.03  -0.1173
C: 2.31 2.97 -0.36  -0.3267
C: 1.87 4.17 -1.40  -0.0695
O: 2.87 3.44 0.92  -0.1152
P: 4.65 -1.70 -1.17  0.9680
C: 3.13 -2.36 -2.19  -0.4205
C: 1.76 -2.49 -1.30  -0.1772
C: 5.77 -0.72 -2.38  -0.4494
C: 6.93 0.19 -1.66  -0.1766
H: 3.04 0.95 3.38  0.1005
H: 1.56 -0.32 3.65  0.0823
H: 1.82 0.66 1.98  0.0841
H: 3.96 -1.59 3.08  0.1408
H: 2.80 -1.76 1.50  0.1158
H: 3.37 1.97 -2.21  0.1382
H: 4.49 2.06 -0.68  0.1385
H: 1.32 2.36 -0.13  0.1541
H: 2.27 3.95 -2.48  0.0747
H: 0.69 4.18 -1.47  0.0817
H: 2.25 5.19 -0.94  0.0919
H: 3.88 3.46 0.90  0.1030
H: 3.00 -1.57 -3.08  0.0860
H: 3.36 -3.39 -2.70  0.0816
H: 1.88 -3.07 -0.29  0.0625
H: 1.22 -1.47 -1.07  0.0859
H: 0.99 -3.11 -1.97  0.0899
H: 6.35 -1.54 -3.03  0.0911
H: 5.08 -0.08 -3.07  0.0740
H: 7.90 -0.46 -1.60  0.0812
H: 7.10 1.14 -2.36  0.0909
H: 6.65 0.58 -0.59  0.0680
C: -1.09 4.50 2.27  -0.0687
C: -1.55 5.82 1.68  -0.2749
O: -2.23 5.63 0.45  -0.2676
S: -3.76 5.09 0.48  0.6367
C: -4.15 5.42 -1.22  -0.1183
O: -4.56 5.97 1.31  -0.2813
O: -3.75 3.65 0.67  -0.3017
H: -1.95 3.89 2.58  0.0711
H: -0.46 4.67 3.15  0.0847
H: -0.53 3.92 1.54  0.0763
H: -2.17 6.38 2.39  0.1164
H: -0.67 6.44 1.47  0.1241
H: -4.13 6.50 -1.39  0.0742
H: -5.16 5.04 -1.42  0.0762
H: -3.43 4.91 -1.86  0.0770
C: 6.89 7.26 1.14  -0.0766
C: 8.30 6.72 1.01  -0.2774
O: 8.52 5.63 1.90  -0.2655
S: 7.89 4.18 1.53  0.6192
C: 8.79 3.23 2.74  -0.1189
O: 8.34 3.79 0.21  -0.2893
O: 6.49 4.16 1.90  -0.2933
H: 6.15 6.54 0.80  0.0684
H: 6.77 8.17 0.55  0.0814
H: 6.65 7.49 2.19  0.0869
H: 8.51 6.42 -0.02  0.1168
H: 9.01 7.50 1.28  0.1241
H: 9.85 3.27 2.50  0.0758
H: 8.43 2.20 2.69  0.0785
H: 8.60 3.65 3.73  0.0767
C: 3.30 -8.14 3.24  -0.0681
C: 2.61 -7.41 2.11  -0.2890
O: 3.38 -6.30 1.66  -0.2625
S: 4.69 -6.58 0.73  0.6211
C: 4.95 -4.90 0.21  -0.1575
O: 4.29 -7.36 -0.43  -0.2932
O: 5.79 -6.97 1.58  -0.2910
H: 4.22 -8.62 2.90  0.0715
H: 2.65 -8.91 3.66  0.0823
H: 3.58 -7.44 4.04  0.0884
H: 2.40 -8.09 1.27  0.1040
H: 1.65 -7.02 2.46  0.1061
H: 4.10 -4.58 -0.39  0.0359
H: 5.87 -4.87 -0.38  0.0735
H: 5.06 -4.27 1.10  0.0696
C: -3.21 -3.89 1.12  -0.0711
C: -3.37 -5.40 1.13  -0.2742
O: -2.36 -6.03 0.35  -0.2630
S: -0.86 -6.16 0.98  0.6185
C: -0.22 -7.31 -0.21  -0.1064
O: -0.94 -6.82 2.26  -0.2895
O: -0.17 -4.90 0.80  -0.2887
H: -2.30 -3.58 1.64  0.0728
H: -4.06 -3.40 1.61  0.0823
H: -3.13 -3.51 0.09  0.0620
H: -3.37 -5.79 2.15  0.1155
H: -4.33 -5.66 0.68  0.1236
H: -0.76 -8.25 -0.12  0.0800
H: 0.84 -7.46 0.00  0.0507
H: -0.34 -6.89 -1.21  0.0801
C: -4.70 1.43 -0.82  -0.0798
C: -5.41 0.09 -0.91  -0.2636
O: -5.40 -0.41 -2.23  -0.2786
S: -4.03 -1.07 -2.82  0.6278
C: -4.74 -1.82 -4.27  -0.1230
O: -3.60 -2.12 -1.93  -0.2883
O: -3.15 -0.01 -3.24  -0.2831
H: -3.63 1.32 -1.02  0.0778
H: -4.81 1.86 0.18  0.0645
H: -5.10 2.13 -1.56  0.0870
H: -4.96 -0.64 -0.22  0.1182
H: -6.45 0.22 -0.61  0.1108
H: -5.44 -2.59 -3.96  0.0730
H: -3.93 -2.25 -4.85  0.0772
H: -5.25 -1.04 -4.85  0.0746
C: -12.19 3.16 -0.98  -0.0777
C: -12.34 1.65 -0.96  -0.2782
O: -11.34 1.02 -1.74  -0.2679
S: -9.84 0.89 -1.12  0.6187
C: -9.20 -0.26 -2.31  -0.1133
O: -9.91 0.23 0.17  -0.2847
O: -9.15 2.15 -1.29  -0.2902
H: -11.28 3.47 -0.45  0.0713
H: -13.04 3.65 -0.48  0.0812
H: -12.11 3.54 -2.00  0.0856
H: -12.35 1.26 0.06  0.1172
H: -13.31 1.39 -1.42  0.1236
H: -9.74 -1.20 -2.21  0.0782
H: -8.14 -0.41 -2.09  0.0511
H: -9.32 0.16 -3.31  0.0792

The value obtained for the max |F| is 3.294 eV/A. The SMILES is CCOB(OC[C@H](C)O)P(CC)CC.CCOS(C)(=O)=O.CCOS(C)(=O)=O.CCOS(C)(=O)=O.CCOS(C)(=O)=O.CCOS(C)(=O)=O.CCOS(C)(=O)=O. For the energy, the calculation gives -147101.9034 eV. As for the spin multiplicity: 1. The gap between HOMO and LUMO is 8.05 eV.

---

This record from OMol25 describes C10H25O3SeSi2Tc as an isolated structure at a distorted geometry. The level of theory is ωB97M-V/def2-TZVPD.

Last column: Löwdin charge in e.
Element x y z (Å)
Tc: 0.34 0.19 -0.13  0.9729
C: 2.81 -3.35 0.03  -0.0102
C: 2.47 -1.96 0.59  -0.4196
C: 3.68 -1.18 1.12  0.0127
O: 1.94 -1.20 -0.66  -0.1848
C: 1.28 -2.02 1.43  -0.5733
O: 0.67 -3.05 1.63  0.1371
O: 0.85 -0.78 1.62  -0.2027
H: 3.74 -3.42 -0.51  0.0875
H: 1.97 -3.74 -0.55  0.0950
H: 2.92 -4.09 0.89  0.1305
H: 4.06 -0.43 0.37  0.1113
H: 4.42 -1.92 1.46  0.1015
H: 3.43 -0.63 2.03  0.0876
H: 2.45 -1.33 -1.48  0.1262
C: -3.35 0.18 -1.88  -0.2620
Si: -1.95 -0.32 -0.76  0.2960
C: -3.08 -0.30 0.83  -0.1708
C: -1.47 -2.23 -1.06  -0.1610
H: -3.08 0.59 -2.86  0.0104
H: -3.99 0.97 -1.40  0.0549
H: -3.99 -0.68 -2.02  0.0355
H: -4.04 -0.70 0.56  0.0391
H: -3.13 0.63 1.36  0.0069
H: -2.60 -1.03 1.47  0.0254
H: -2.38 -2.73 -1.39  0.0397
H: -1.20 -2.72 -0.14  0.0104
H: -0.68 -2.38 -1.80  0.0230
C: 0.65 1.84 1.25  -0.2283
Si: -0.42 2.44 -0.34  0.1562
C: -1.87 3.02 0.53  -0.1880
C: 0.68 3.83 -1.02  -0.2312
Se: -0.28 1.04 -2.28  0.5699
H: 1.02 2.83 1.49  0.0771
H: 1.61 1.33 0.89  0.0561
H: 0.25 1.39 2.17  0.0746
H: -1.79 4.11 0.68  0.0712
H: -1.91 2.44 1.47  0.0465
H: -2.76 2.82 -0.06  0.0443
H: 0.97 4.58 -0.25  0.0547
H: 0.14 4.45 -1.74  0.0433
H: 1.58 3.50 -1.54  0.0345

The expectation value of S² is 3.78. The value obtained for the max |F| is 4.546 eV/A. As for the net charge: +1. For the energy, the calculation gives -100210.5864 eV. As for the spin multiplicity: 4. The relative energy (zero: lowest compared OMol25 entry of this formula, charge and spin) comes out at 32.90 kJ/mol. The gap between HOMO and LUMO (alpha / beta) is 7.08 / 6.45 eV.

---

This record from OMol25 describes a 2-piece molecular cluster, C2H5F2NO overall at a distorted geometry. The level of theory is ωB97M-V/def2-TZVPD.

Last column: Löwdin charge in e.
Element x y z (Å)
C: 0.75 -0.39 0.94  -0.4816
C: -1.31 0.53 -1.09  -0.1991
N: 1.03 0.26 -0.31  0.0599
O: 0.76 -1.77 0.98  -0.0833
F: -1.40 1.87 -1.20  0.0283
F: -2.07 0.21 -0.09  0.0978
H: 1.53 0.23 1.68  0.1626
H: -0.30 -0.19 1.34  0.1094
H: -1.37 0.04 -2.04  0.1154
H: 1.08 1.29 -0.36  0.0515
H: 1.30 -2.08 0.15  0.1389

The value obtained for the max |F| is 4.219 eV/A. For the energy, the calculation gives -11123.1527 eV. As for the spin multiplicity: 1. The relative energy (zero: lowest compared OMol25 entry of this formula, charge and spin) comes out at 398.74 kJ/mol. The gap between HOMO and LUMO (alpha / beta) is 8.91 / 9.65 eV.

---

This record from OMol25 describes a 4-piece molecular cluster, C18H31N3O6S3 overall at a distorted geometry. The level of theory is ωB97M-V/def2-TZVPD.

Last column: Löwdin charge in e.
Element x y z (Å)
H: 0.92 -2.35 1.77  0.0385
N: 1.60 -1.64 1.42  0.0965
C: 2.50 -2.29 0.71  -0.1985
C: 2.57 -3.88 0.45  -0.1395
C: 1.14 -4.59 0.27  -0.2708
C: 1.30 -6.16 0.69  -0.1469
N: 1.61 -7.27 1.09  0.1076
C: 0.70 -4.57 -1.29  -0.1215
C: -0.89 -4.87 -1.39  -0.1635
N: -2.09 -4.99 -1.25  0.0954
H: 3.36 -1.66 0.26  0.1165
H: 3.17 -4.41 1.28  0.1272
H: 3.15 -4.07 -0.53  0.1313
H: 0.30 -4.19 0.95  0.1356
H: 1.22 -5.45 -1.85  0.1315
H: 0.93 -3.58 -1.82  0.1196
O: 2.52 -0.74 -2.00  -0.3442
S: 1.33 0.08 -2.02  0.6621
O: 0.00 -0.50 -1.95  -0.3438
C: 1.48 1.33 -0.77  -0.2264
C: 2.18 2.49 -1.47  -0.2142
C: 1.51 2.60 -2.84  -0.2280
C: 1.42 1.19 -3.42  -0.2136
H: 2.04 0.94 0.08  0.0972
H: 0.47 1.61 -0.45  0.1132
H: 2.09 3.41 -0.90  0.1181
H: 3.24 2.26 -1.59  0.1176
H: 0.51 3.02 -2.73  0.0764
H: 2.07 3.26 -3.51  0.1234
H: 0.53 1.06 -4.04  0.0876
H: 2.31 0.93 -4.00  0.1093
O: -2.24 1.92 -5.68  -0.3096
S: -2.04 2.52 -4.38  0.6930
O: -0.80 3.15 -4.00  -0.3518
C: -3.38 3.65 -4.07  -0.2324
C: -4.46 2.80 -3.42  -0.2240
C: -3.73 1.90 -2.42  -0.2098
C: -2.50 1.33 -3.13  -0.2141
H: -3.71 4.11 -5.01  0.1099
H: -3.02 4.42 -3.39  0.1097
H: -5.22 3.41 -2.94  0.1169
H: -4.95 2.18 -4.18  0.1217
H: -3.41 2.50 -1.56  0.1199
H: -4.38 1.11 -2.04  0.1197
H: -1.67 1.19 -2.44  0.0791
H: -2.73 0.38 -3.63  0.1173
O: -0.96 0.53 3.38  -0.3261
S: 0.26 0.79 4.11  0.6472
O: 1.42 1.37 3.48  -0.3364
C: -0.15 1.75 5.56  -0.2373
C: -0.46 0.70 6.62  -0.2263
C: 0.61 -0.38 6.47  -0.2202
C: 0.73 -0.70 4.98  -0.2350
H: -0.99 2.41 5.35  0.1088
H: 0.73 2.33 5.84  0.1089
H: -0.46 1.13 7.63  0.1162
H: -1.45 0.26 6.44  0.1208
H: 1.57 0.00 6.84  0.1185
H: 0.37 -1.28 7.04  0.1156
H: 1.76 -0.96 4.70  0.1019
H: 0.05 -1.49 4.68  0.1041

The value obtained for the max |F| is 7.000 eV/A. The SMILES is [H]/N=C\C[C@H](C#N)CC#N.O=S1(=O)CCCC1.O=S1(=O)CCCC1.O=S1(=O)CCCC1. For the energy, the calculation gives -68425.5706 eV. As for the spin multiplicity: 1. The gap between HOMO and LUMO is 10.80 eV.

---

This record from OMol25 describes an isolated ion of composition C2H4N3S and charge +1 at a distorted geometry. The level of theory is ωB97M-V/def2-TZVPD.

Last column: Löwdin charge in e.
Element x y z (Å)
C: 1.51 -0.80 -0.80  -0.3534
C: -0.53 -0.87 0.48  -0.2402
N: 0.96 0.37 -0.73  0.0766
N: -0.14 0.39 -0.03  -0.2491
N: -0.94 1.39 0.29  0.1422
S: 0.70 -2.03 0.10  1.1430
H: 2.21 -1.07 -1.54  0.0859
H: -1.22 -0.91 1.32  0.1099
H: -1.47 1.28 1.14  0.1334
H: -1.08 2.24 -0.24  0.1518

The value obtained for the max |F| is 6.303 eV/A. As for the net charge: +1. For the energy, the calculation gives -17434.7779 eV. As for the spin multiplicity: 1. The relative energy (zero: lowest compared OMol25 entry of this formula, charge and spin) comes out at 92.52 kJ/mol. The gap between HOMO and LUMO is 9.13 eV.